ORCA calculation (the ωB97M-V functional and the def2-TZVPD basis) on a structure of composition C35H37AsN3O6SSiV.

Calculated values
**Expectation value of S²**: 3.76
**E_LUMO (spin up / spin down)**: 2.29 / 2.23 eV
**HOMO (spin up / spin down)**: -3.252 / -4.695 eV

Structure (ORCA input):
```
! RIJCOSX wB97M-V def2-TZVPD def2/J DEFGRID3
* xyz -1 4
V -0.8433 -1.0237 0.4952
O -0.2034 -3.2537 3.0773
As -0.7764 -1.7080 3.8234
O -2.2284 -3.7853 1.2643
O -1.3490 -0.8892 2.4581
C 1.0449 -0.8918 4.1808
C 1.0761 -0.2156 5.3982
C 2.2359 0.3685 5.8922
C 3.4137 0.2630 5.1728
C 3.4173 -0.4073 3.9571
C 2.2476 -0.9712 3.4616
S 2.3766 -1.7630 1.8541
O 3.5689 -1.2119 1.2436
O 2.4420 -3.1960 2.1058
O 1.1574 -1.3479 1.1527
H 0.7006 -3.4969 3.3130
H 0.1598 -0.1494 5.9790
H 2.2174 0.8965 6.8389
H 4.3292 0.7050 5.5475
H 4.3160 -0.4797 3.3594
C -0.2355 -0.9957 -1.6710
Si 0.3342 0.6924 -2.0179
C -0.5023 1.8800 -0.7794
N -0.5080 1.3276 0.5990
C 0.8273 1.4916 1.2189
C 1.2604 2.9477 1.4157
C 0.0877 3.8244 1.8813
C -0.9768 2.9366 2.5136
C -1.5414 1.9704 1.4733
C 2.1958 0.9560 -1.9114
C 3.0722 -0.0943 -1.6463
C 4.4418 0.1207 -1.5473
C 4.9598 1.3936 -1.7236
C 4.1039 2.4581 -1.9870
C 2.7381 2.2362 -2.0739
C -0.1906 1.3912 -3.7153
C 0.7159 1.5963 -4.7590
C 0.2990 2.0309 -6.0116
C -1.0454 2.2755 -6.2533
C -1.9679 2.0754 -5.2352
C -1.5404 1.6379 -3.9889
H 0.5156 -1.7465 -1.9442
H -1.1255 -1.2007 -2.2854
H -1.5404 1.9782 -1.1138
H -0.0905 2.8987 -0.8123
H 1.5630 0.9617 0.6188
H 0.7893 0.9800 2.1790
H 1.7119 3.3467 0.5045
H 2.0510 2.9409 2.1708
H -0.3574 4.3475 1.0282
H 0.4280 4.5945 2.5769
H -1.8026 3.5268 2.9193
H -0.5481 2.3772 3.3500
H -2.2170 2.5366 0.8249
H -2.1021 1.1826 1.9777
H 2.6782 -1.0866 -1.4662
H 5.0946 -0.7056 -1.2974
H 6.0268 1.5631 -1.6393
H 4.5019 3.4582 -2.1153
H 2.0784 3.0753 -2.2787
H 1.7709 1.4135 -4.5874
H 1.0266 2.1795 -6.8011
H -1.3731 2.6163 -7.2282
H -3.0214 2.2567 -5.4148
H -2.2836 1.4696 -3.2146
C -5.0143 -0.0555 -0.4646
C -5.6243 -1.2969 -0.4917
C -4.8213 -2.4188 -0.3658
C -3.4567 -2.2572 -0.2001
N -2.8651 -1.0561 -0.0874
C -3.6476 0.0160 -0.2610
C -2.5781 -3.4662 -0.0683
C -2.7796 -4.5837 -1.0125
C -1.7650 -5.4098 -1.2708
C -0.4477 -5.1836 -0.6998
C -0.2001 -4.1007 0.0339
N -1.2292 -3.1726 0.3650
H -5.5810 0.8577 -0.5838
H -6.6952 -1.3925 -0.6145
H -5.2428 -3.4142 -0.3961
H -3.1526 0.9731 -0.2114
H -3.7331 -4.6837 -1.5121
H -1.9004 -6.2297 -1.9653
H 0.3617 -5.8624 -0.9303
H 0.7670 -3.8219 0.4298
*
```


ORCA calculation (the ωB97M-V functional and the def2-TZVPD basis) on a structure of composition C35H37BrP2V.

Calculated values
**Expectation value of S²**: 3.77
**E_LUMO (spin up / spin down)**: 0.55 / -0.39 eV
**HOMO (spin up / spin down)**: -7.011 / -7.572 eV
**Energy relative to the best compared isomer or geometry (same formula, charge and spin)**: 0.070 eV

Structure (ORCA input):
```
! RIJCOSX wB97M-V def2-TZVPD def2/J DEFGRID3
* xyz 0 4
V 4.4605 -1.2101 1.5834
C 6.1685 -0.2959 0.5990
C 4.9638 -0.0033 -0.0813
C 4.3482 -0.7311 -1.2453
C 3.3450 -1.8709 -0.9087
C 3.7631 -2.7157 0.2502
C 5.0964 -3.0654 0.5022
C 6.3050 -2.6715 -0.2619
C 7.0529 -1.4559 0.3569
C 3.1728 0.0302 2.3844
H 6.5898 0.5534 1.1579
H 4.6687 1.0465 0.0288
H 5.0984 -1.1038 -1.9617
H 3.7773 0.0247 -1.8114
H 2.3288 -1.4625 -0.7494
H 3.2200 -2.4906 -1.8197
H 2.9713 -3.2760 0.7661
H 5.2514 -3.8413 1.2576
H 6.1357 -2.5052 -1.3413
H 7.0255 -3.5087 -0.2274
H 7.5353 -1.7815 1.2854
H 7.8887 -1.1495 -0.2886
H 3.8009 0.7446 2.9496
H 2.7900 -0.7317 3.0862
H 2.3567 0.5322 1.8452
P -1.8827 2.2441 -0.2896
P -3.0995 -0.5223 0.6347
C -2.3668 1.0191 -1.5193
C -2.8926 -0.1765 -1.1213
C -2.6852 3.7708 -0.9318
C -3.1199 3.9308 -2.2568
C -3.8676 5.0586 -2.6121
C -4.1549 6.0442 -1.6613
C -3.6764 5.9150 -0.3520
C -2.9513 4.7799 0.0157
C -0.1091 2.4985 -0.6721
C 0.7218 1.4350 -0.2727
C 2.0896 1.5366 -0.4636
C 2.6586 2.6590 -1.0714
C 1.8266 3.7029 -1.4917
C 0.4445 3.6305 -1.2849
C -4.9054 -0.9779 0.6725
C -5.8304 0.0576 0.4253
C -7.1993 -0.1793 0.5342
C -7.6674 -1.4551 0.8710
C -6.7546 -2.5013 1.0659
C -5.3787 -2.2665 0.9662
C -2.2641 -2.1370 0.8510
C -1.9789 -2.5321 2.1741
C -1.2898 -3.7214 2.4034
C -0.8838 -4.5205 1.3272
C -1.1895 -4.1342 0.0173
C -1.8704 -2.9402 -0.2265
H -2.1929 1.2656 -2.5717
H -3.2422 -0.9398 -1.8257
H -2.8834 3.1803 -3.0083
H -4.2283 5.1619 -3.6364
H -4.7528 6.9142 -1.9357
H -3.8751 6.6884 0.3906
H -2.5925 4.6600 1.0394
H 0.2994 0.5322 0.1788
H 2.7162 0.7225 -0.1146
H 3.7384 2.7076 -1.2238
H 2.2640 4.5701 -1.9847
H -0.2011 4.4462 -1.6114
H -5.4663 1.0491 0.1447
H -7.9117 0.6315 0.3639
H -8.7384 -1.6340 0.9845
H -7.1162 -3.5048 1.3009
H -4.6791 -3.0907 1.1062
H -2.3052 -1.9040 3.0067
H -1.0706 -4.0217 3.4258
H -0.3336 -5.4416 1.5106
H -0.9006 -4.7640 -0.8213
H -2.1038 -2.6378 -1.2462
Br 5.7382 -1.8702 3.4403
*
```


ORCA calculation (the ωB97M-V functional and the def2-TZVPD basis) on a structure of composition C35H37ClIrO4P2.

Calculated values
**Expectation value of S²**: 8.78
**E_LUMO (spin up / spin down)**: -4.81 / -9.35 eV
**HOMO (spin up / spin down)**: -10.766 / -14.138 eV
**Energy relative to the best compared isomer or geometry (same formula, charge and spin)**: 0.000 eV

Structure (ORCA input):
```
! RIJCOSX wB97M-V def2-TZVPD def2/J DEFGRID3
* xyz 2 6
Ir -1.6464 0.6039 -1.5238
C -2.9331 1.0157 -3.0928
C -2.5201 -0.3621 -3.0527
C -1.5087 -0.8424 -4.0777
C -0.1148 -0.1341 -3.9736
C 0.0518 0.5536 -2.6329
C -0.4150 1.9061 -2.3894
C -1.0680 2.7097 -3.4912
C -2.3653 2.0721 -4.0169
C 1.3308 -0.0719 1.9779
H -3.9749 1.2301 -2.8410
H -3.2641 -1.0896 -2.6924
H -1.8764 -0.7298 -5.1110
H -1.3779 -1.9177 -3.8931
H 0.6575 -0.9179 -4.0694
H 0.0591 0.5635 -4.8163
H 0.9124 0.2593 -2.0173
H 0.2350 2.4719 -1.7165
H -0.4071 2.8946 -4.3423
H -1.2700 3.7159 -3.1017
H -3.1199 2.8600 -4.1330
H -2.2649 1.7188 -5.0532
H 1.6329 0.7588 2.6457
H 1.1594 -0.8314 2.7506
H -0.5595 1.3636 4.5381
P -0.5286 -0.9801 -0.0493
P 2.6539 -0.4102 0.8229
C 0.8264 -1.9421 -0.6002
C 2.0964 -1.5318 -0.3962
C -1.7569 -2.2701 0.3880
C -2.3143 -3.3554 -0.3418
C -3.2246 -4.2198 0.2959
C -3.5829 -4.0069 1.6335
C -3.0142 -2.9514 2.3464
C -2.1111 -2.0976 1.7202
C -2.7322 1.2990 0.0155
C -2.4202 2.5121 0.6237
C -3.4789 3.2881 1.0709
C -4.7655 2.7791 1.1382
C -4.9402 1.4303 0.8458
C -3.9096 0.6389 0.3363
C 3.8546 -1.2332 1.8373
C 3.5003 -2.3544 2.6087
C 4.4901 -3.1096 3.2427
C 5.8402 -2.7712 3.1271
C 6.1737 -1.6384 2.3824
C 5.2004 -0.8703 1.7464
C 3.0426 1.1746 0.1155
C 2.4359 2.3850 0.4912
C 2.8484 3.5657 -0.1166
C 3.8120 3.5530 -1.1217
C 4.3131 2.3273 -1.5640
C 3.9212 1.1261 -0.9783
H 0.6028 -2.8307 -1.2026
H 2.9331 -1.9704 -0.9297
H -2.0811 -3.5322 -1.3951
H -3.6704 -5.0655 -0.2433
H -4.3050 -4.6641 2.1228
H -3.2580 -2.7742 3.3892
H -1.6679 -1.2715 2.2627
H -1.3797 2.8051 0.7216
H -3.3092 4.3150 1.3524
H -5.6021 3.4275 1.3956
H -5.9192 0.9977 0.9863
H -3.9735 -0.4403 0.1707
H 2.4564 -2.6550 2.6947
H 4.2151 -3.9904 3.8200
H 6.6156 -3.3869 3.5978
H 7.2175 -1.3654 2.2844
H 5.4724 0.0076 1.1679
H 1.6182 2.3909 1.2118
H 2.4140 4.5027 0.2022
H 4.1986 4.4850 -1.5329
H 5.0406 2.2936 -2.3634
H 4.2734 0.1615 -1.3618
O -0.3345 -1.6780 4.5323
Cl -1.0873 -0.5970 5.1501
O -2.2106 -0.1412 4.3406
O 0.0126 0.7447 5.0266
O 0.1455 0.0940 1.1041
*
```


ORCA calculation (the ωB97M-V functional and the def2-TZVPD basis) on a structure of composition C35H37CrN5P.

Calculated values
**Expectation value of S²**: 6.08
**E_LUMO (spin up / spin down)**: -2.64 / -3.44 eV
**HOMO (spin up / spin down)**: -10.110 / -10.598 eV
**Energy relative to the best compared isomer or geometry (same formula, charge and spin)**: 2.065 eV

Structure (ORCA input):
```
! RIJCOSX wB97M-V def2-TZVPD def2/J DEFGRID3
* xyz 1 5
Cr 0.9048 -0.1694 -0.5941
C 3.3280 -2.0065 -2.3856
C 2.7275 -1.7481 -1.0292
C 1.6537 -2.5341 -0.5561
C 1.1415 -3.7076 -1.3509
C 1.0946 -2.2730 0.7137
C -0.0998 -3.0716 1.1688
C 1.6953 -1.3241 1.5690
C 1.2777 -1.2051 3.0102
C 2.7203 -0.5008 1.0785
C 3.2795 0.5930 1.9478
C 3.2449 -0.7150 -0.2245
C 4.4102 0.0950 -0.7301
H 2.6088 -2.4516 -3.0660
H 4.1785 -2.6882 -2.3005
H 3.6908 -1.0877 -2.8410
H 0.2533 -3.4475 -1.9311
H 0.8785 -4.5295 -0.6879
H 1.8946 -4.0766 -2.0407
H -0.7435 -3.3257 0.3289
H -0.6981 -2.5134 1.8847
H 0.2127 -4.0042 1.6461
H 0.6783 -0.3126 3.1948
H 2.1634 -1.1384 3.6418
H 0.7074 -2.0694 3.3361
H 3.5027 1.4808 1.3616
H 4.2003 0.2639 2.4367
H 2.5719 0.8861 2.7191
H 4.0958 0.7954 -1.5056
H 5.1663 -0.5623 -1.1584
H 4.8831 0.6666 0.0608
C -3.1502 4.0954 -1.9885
C -2.0682 3.4587 -2.5798
C -1.4696 2.3756 -1.9539
C -1.9619 1.9268 -0.7294
C -3.0486 2.5699 -0.1367
C -3.6401 3.6524 -0.7672
P -1.2502 0.4628 0.0726
C -1.4260 0.7353 1.8457
C -0.7697 1.8321 2.4383
C -0.7449 1.9350 3.8284
C -1.3596 0.9764 4.6159
C -2.0308 -0.0915 4.0379
C -2.0566 -0.2080 2.6596
C -2.2429 -0.8906 -0.5871
C -3.5048 -1.3095 -0.2660
C -4.1680 -2.2245 -1.1125
C -3.6004 -2.6177 -2.2924
C -2.3227 -2.1452 -2.6842
C -1.7522 -2.4256 -3.9505
C -0.5559 -1.8667 -4.3003
C 0.1716 -1.0764 -3.3780
C -0.2972 -0.8321 -2.1102
C -1.6052 -1.3195 -1.7899
H -3.6117 4.9423 -2.4787
H -1.6870 3.8078 -3.5301
H -0.6207 1.8830 -2.4082
H -3.4290 2.2310 0.8202
H -4.4811 4.1518 -0.3053
H -0.4252 2.8084 0.6554
H -0.2472 2.7803 4.2774
H -1.3312 1.0807 5.6925
H -2.5282 -0.8279 4.6544
H -2.5556 -1.0537 2.2065
H -4.0201 -0.9275 0.6061
H -5.1534 -2.5792 -0.8416
H -4.1402 -3.2777 -2.9607
H -2.2932 -3.0549 -4.6463
H -0.1461 -2.0448 -5.2867
H 1.1332 -0.6835 -3.6913
N 1.3604 3.9516 2.9494
N 1.1439 3.2022 1.7807
N 1.8309 3.6003 0.7270
C 1.7912 2.8118 -0.4259
N 1.3749 1.6338 -0.5636
N -0.2290 2.8807 1.6446
H 0.8860 4.8478 2.8306
H 2.3590 4.1305 2.9723
H 2.2504 3.3739 -1.2472
*
```


ORCA calculation (the ωB97M-V functional and the def2-TZVPD basis) on a structure of composition C35H37F5FeOP2Te.

Calculated values
**Expectation value of S²**: 6.02
**E_LUMO (spin up / spin down)**: -0.77 / -1.48 eV
**HOMO (spin up / spin down)**: -7.971 / -7.972 eV
**Energy relative to the best compared isomer or geometry (same formula, charge and spin)**: 3.117 eV

Structure (ORCA input):
```
! RIJCOSX wB97M-V def2-TZVPD def2/J DEFGRID3
* xyz 0 5
Fe -1.9397 -0.7769 -0.9179
C 2.7766 -1.9690 5.4024
C 2.7484 -0.9041 4.5784
C 3.7368 -0.3809 3.5675
C 3.5131 -0.8817 2.0846
C 3.6901 -2.3417 1.8841
C 3.9478 -3.2654 2.8235
C 4.6618 -3.1325 4.1454
C 3.7962 -3.0947 5.4275
C -1.0670 -2.9276 -1.1306
H 2.0319 -2.0196 6.2458
H 1.7937 -0.3349 4.5402
H 4.7590 -0.4455 3.9634
H 3.6142 0.7146 3.5996
H 2.4888 -0.5410 1.7905
H 4.2396 -0.2822 1.5175
H 3.4765 -2.6160 0.8390
H 3.6324 -4.3117 2.6227
H 5.2053 -2.1802 4.1270
H 5.3726 -3.9700 4.2498
H 3.2204 -4.0287 5.5357
H 4.4710 -3.0165 6.3123
H -1.8107 -3.6154 -0.6974
H -0.1465 -3.1705 -0.5065
H -0.9614 -3.4204 -2.1340
P -2.2616 1.5779 -0.3669
P -1.0826 0.3897 -2.8392
C -0.7649 2.3605 -1.0326
C -0.2829 1.8892 -2.1971
C -3.3211 3.1306 -0.3997
C -2.7844 4.4378 -0.3590
C -3.6051 5.5734 -0.4258
C -4.9914 5.4317 -0.5268
C -5.5590 4.1426 -0.5569
C -4.7213 3.0088 -0.4986
C -1.5609 1.5527 1.3243
C -0.5609 0.5683 1.5291
C -0.2484 0.2364 2.8371
C -0.7378 0.9882 3.9127
C -1.5584 2.0978 3.6779
C -2.0793 2.3186 2.3979
C -1.3966 1.1677 -4.5663
C -2.2641 2.2809 -4.6508
C -2.5005 2.9254 -5.8751
C -1.8609 2.4769 -7.0383
C -0.9619 1.4104 -6.9693
C -0.7313 0.7602 -5.7445
C 0.4253 -0.5457 -3.2626
C 0.2049 -1.8626 -3.7145
C 1.2831 -2.7341 -3.8872
C 2.5874 -2.2669 -3.7442
C 2.8192 -0.9293 -3.4223
C 1.7372 -0.0682 -3.1529
H -0.3037 3.1572 -0.4386
H 0.5068 2.3845 -2.7704
H -1.7110 4.5946 -0.2792
H -3.1558 6.5804 -0.3949
H -5.6382 6.3234 -0.5913
H -6.6473 4.0350 -0.6067
H -5.1842 2.0142 -0.5002
H 0.0191 0.0528 0.7279
H 0.3244 -0.6679 3.0185
H -0.4990 0.7199 4.9296
H -1.8250 2.7771 4.5063
H -2.8502 3.0779 2.2694
H -2.7371 2.6667 -3.7351
H -3.1784 3.7803 -5.9183
H -2.0687 2.9576 -7.9984
H -0.4358 1.0585 -7.8694
H -0.0130 -0.0663 -5.7075
H -0.8203 -2.2067 -3.8739
H 1.0871 -3.7784 -4.1351
H 3.4233 -2.9450 -3.8860
H 3.8330 -0.5365 -3.3563
H 1.9468 0.9632 -2.8671
F 0.9587 -3.6094 1.7541
Te -0.7198 -3.6474 2.6777
F 0.1538 -5.0269 3.6506
F -2.2222 -4.1412 3.7471
F -1.1736 -5.1177 1.5530
F -0.0608 -2.4879 4.0755
O -1.4812 -2.3179 1.6999
*
```


ORCA calculation (the ωB97M-V functional and the def2-TZVPD basis) on a structure of composition C35H37F5FeOP2Te.

Calculated values
**Expectation value of S²**: 6.03
**E_LUMO (spin up / spin down)**: -0.98 / -1.08 eV
**HOMO (spin up / spin down)**: -7.710 / -8.112 eV
**Energy relative to the best compared isomer or geometry (same formula, charge and spin)**: 0.000 eV

Structure (ORCA input):
```
! RIJCOSX wB97M-V def2-TZVPD def2/J DEFGRID3
* xyz 0 5
Fe 0.0586 -0.1815 5.4276
C -2.2480 -0.0136 6.5324
C -2.2179 -0.3448 5.1922
C -2.6621 0.5838 4.0870
C -1.5166 1.3598 3.4035
C -0.3852 1.7288 4.3218
C -0.5454 2.2082 5.6197
C -1.8561 2.5046 6.2583
C -2.4744 1.3461 7.0832
C 2.0128 0.4107 5.2880
H -2.2581 -0.8120 7.2719
H -2.1270 -1.4146 4.9237
H -3.4212 1.2944 4.4431
H -3.1479 -0.0350 3.3118
H -1.0895 0.7441 2.5966
H -1.9513 2.2471 2.9139
H 0.5927 1.8688 3.8439
H 0.3466 2.5839 6.1379
H -2.5970 2.8500 5.5234
H -1.7055 3.3376 6.9655
H -2.0431 1.3625 8.0953
H -3.5515 1.5648 7.2036
H 2.6146 -0.0352 6.0951
H 2.1822 1.4959 5.2579
H 2.3043 -0.0369 4.3235
P 0.0750 -2.3330 -3.6992
P 2.0930 0.5028 -3.9628
C -0.4310 -0.7195 -4.3448
C 0.3323 0.4083 -4.3507
C -0.8296 -3.4893 -4.8182
C -2.0045 -3.1516 -5.5053
C -2.6410 -4.0910 -6.3259
C -2.1093 -5.3782 -6.4607
C -0.9302 -5.7229 -5.7876
C -0.2819 -4.7795 -4.9839
C -0.9414 -2.4051 -2.1645
C -0.5590 -1.5484 -1.1137
C -1.2946 -1.5315 0.0719
C -2.4143 -2.3586 0.2169
C -2.7782 -3.2259 -0.8175
C -2.0317 -3.2683 -1.9985
C 2.6763 1.2929 -5.5528
C 2.6547 0.4903 -6.7129
C 3.0190 1.0262 -7.9515
C 3.4156 2.3665 -8.0490
C 3.4608 3.1612 -6.8981
C 3.1135 2.6216 -5.6541
C 2.1484 1.9340 -2.8202
C 3.2700 2.0173 -1.9688
C 3.3996 3.0965 -1.0938
C 2.4160 4.0883 -1.0486
C 1.2985 4.0013 -1.8867
C 1.1581 2.9196 -2.7624
H -1.4548 -0.6718 -4.7339
H -0.0907 1.3412 -4.7510
H -2.4439 -2.1583 -5.4118
H -3.5534 -3.8093 -6.8539
H -2.6154 -6.1145 -7.0949
H -0.5129 -6.7263 -5.8909
H 0.6522 -5.0391 -4.4792
H 0.3155 -0.9025 -1.2377
H -0.9890 -0.8771 0.8887
H -2.9967 -2.3323 1.1392
H -3.6426 -3.8795 -0.7095
H -2.3022 -3.9672 -2.7935
H 2.3372 -0.5529 -6.6439
H 2.9958 0.3985 -8.8437
H 3.6935 2.7871 -9.0187
H 3.7690 4.2062 -6.9658
H 3.1674 3.2553 -4.7638
H 4.0331 1.2361 -2.0076
H 4.2721 3.1582 -0.4432
H 2.5149 4.9274 -0.3562
H 0.5300 4.7720 -1.8609
H 0.2770 2.8561 -3.4046
F 0.5368 1.1497 8.3415
Te 0.6324 -0.6880 8.8712
F 0.9907 0.0088 10.6089
F 0.7416 -2.4396 9.6051
F 2.5148 -0.6521 8.5968
F -1.2028 -0.6001 9.3909
O 0.2325 -1.2275 7.1453
*
```


The records above give, respectively, max |F| values of 0.55 2.49 5.22 0.13 4.02 2.16 eV/A.